This record from the OMol25 dataset describes 2 unconnected molecules or ions with the total composition C5H8O. The level of theory is the ωB97M-V functional and the def2-TZVPD basis.

```
14
Properties=species:S:1:pos:R:3:forces:R:3
O -1.880 0.241 -0.026 0.3 0.2 -0.4
C -1.152 0.697 -0.879 -0.2 -0.1 0.2
C 0.314 0.917 -0.747 0.1 -0.1 0.1
C 1.179 0.141 -0.082 -0.1 0.0 -0.2
C 0.896 -1.166 0.533 -0.1 -0.1 -0.1
C 0.147 -2.106 -0.035 0.1 0.1 0.1
H -1.094 1.850 1.598 0.0 0.1 0.1
H -1.579 1.033 -1.847 0.0 0.0 0.1
H -0.753 2.471 1.825 0.0 0.0 0.0
H 0.680 1.810 -1.254 0.0 -0.1 0.1
H 2.214 0.482 -0.017 -0.2 -0.1 0.0
H 1.384 -1.363 1.484 -0.1 0.0 -0.1
H -0.308 -1.958 -1.008 0.0 0.0 0.1
H -0.048 -3.050 0.457 0.1 0.0 0.0
```
Positions in Å, forces in eV/Å.

Calculated values
Gap between HOMO and LUMO (eV): 9.343
E_tot (a.u.): -270.454994
E_LUMO (eV): 0.003
Multiplicity: 1
SMILES string: C=C/C=C\C=O.[H][H]

Atom charges from the Löwdin analysis, given in e for atoms 1 to 4: atom 1 (O): 0.01, atom 2 (C): -0.30, atom 3 (C): -0.09, atom 4 (C): -0.10